The following is a DFT calculation (ωB97M-V with the def2-TZVPD basis set) of a 3-piece molecular cluster, C31H59N4O4PS overall at a distorted geometry.

Output
net charge: 0
calculated total energy: -67376.6742 eV
SMILES string: CCOCCOCCOCc1cnc2c([PH2]=S)c(CCCCO)ccc2n1.CCN(CC)CC.CCN(CC)CC
lowest unoccupied orbital energy: -0.027 hartree
gap between HOMO and LUMO: 0.2640 Eh

Last columns: bonded neighbours and bond lengths (Å).
Geometry (Å):
1 C 0.138 -2.751 -6.110  C2 1.501, H28 1.080, H29 1.084, H30 1.082
2 C 1.202 -2.583 -5.065  C1 1.501, O3 1.404, H31 1.091, H32 1.091
3 O 0.903 -3.400 -3.964  C2 1.404, C4 1.417
4 C 1.713 -3.174 -2.824  O3 1.417, C5 1.501, H33 1.090, H34 1.089
5 C 0.947 -3.715 -1.652  C4 1.501, O6 1.410, H35 1.087, H36 1.087
6 O 1.814 -3.941 -0.563  C5 1.410, C7 1.414
7 C 1.205 -3.682 0.687  O6 1.414, C8 1.513, H37 1.087, H38 1.087
8 C 2.085 -4.205 1.801  C7 1.513, O9 1.424, H39 1.083, H40 1.085
9 O 1.755 -3.522 3.006  C8 1.424, C10 1.415
10 C 2.732 -2.641 3.524  O9 1.415, C11 1.499, H41 1.085, H42 1.083
11 C 3.189 -1.587 2.560  C10 1.499, C12 1.418, N27 1.300
12 C 2.282 -0.585 2.132  C11 1.418, N13 1.297, H43 1.078
13 N 2.597 0.333 1.271  C12 1.297, C14 1.362
14 C 3.878 0.324 0.808  N13 1.362, C15 1.431, C26 1.411
15 C 4.304 1.315 -0.132  C14 1.431, P16 1.804, C18 1.402
16 P 3.043 2.514 -0.607  C15 1.804, S17 1.951, H44 1.395, H45 1.397
17 S 2.799 4.016 0.615  P16 1.951
18 C 5.624 1.334 -0.606  C15 1.402, C19 1.500, C24 1.416
19 C 6.175 2.381 -1.527  C18 1.500, C20 1.540, H46 1.084, H47 1.081
20 C 6.434 1.912 -2.970  C19 1.540, C21 1.530, H48 1.083, H49 1.081
21 C 5.434 0.912 -3.557  C20 1.530, C22 1.515, H50 1.086, H51 1.086
22 C 6.057 -0.424 -3.909  C21 1.515, O23 1.418, H52 1.082, H53 1.083
23 O 6.350 -1.233 -2.783  C22 1.418, H54 0.960
24 C 6.516 0.328 -0.160  C18 1.416, C25 1.391, H55 1.075
25 C 6.111 -0.651 0.739  C24 1.391, C26 1.415, H56 1.076
26 C 4.789 -0.664 1.241  C14 1.411, C25 1.415, N27 1.361
27 N 4.411 -1.632 2.119  C11 1.300, C26 1.361
28 H 0.172 -3.738 -6.546  C1 1.080
29 H 0.291 -2.014 -6.891  C1 1.084
30 H -0.844 -2.581 -5.688  C1 1.082
31 H 2.166 -2.865 -5.491  C2 1.091
32 H 1.268 -1.536 -4.764  C2 1.091
33 H 2.672 -3.684 -2.923  C4 1.090
34 H 1.886 -2.106 -2.704  C4 1.089
35 H 0.168 -3.004 -1.387  C5 1.087
36 H 0.457 -4.639 -1.951  C5 1.087
37 H 0.244 -4.187 0.738  C7 1.087
38 H 1.037 -2.615 0.812  C7 1.087
39 H 1.868 -5.254 1.963  C8 1.083
40 H 3.138 -4.127 1.554  C8 1.085
41 H 3.610 -3.175 3.873  C10 1.085
42 H 2.260 -2.156 4.371  C10 1.083
43 H 1.279 -0.587 2.529  C12 1.078
44 H 1.903 1.715 -0.692  P16 1.395
45 H 3.329 2.877 -1.926  P16 1.397
46 H 7.123 2.696 -1.105  C19 1.084
47 H 5.556 3.267 -1.515  C19 1.081
48 H 6.422 2.803 -3.586  C20 1.083
49 H 7.439 1.519 -3.042  C20 1.081
50 H 4.588 0.761 -2.894  C21 1.086
51 H 5.031 1.311 -4.483  C21 1.086
52 H 7.017 -0.239 -4.373  C22 1.082
53 H 5.434 -0.960 -4.615  C22 1.083
54 H 5.543 -1.364 -2.279  O23 0.960
55 H 7.529 0.311 -0.521  C24 1.075
56 H 6.787 -1.415 1.081  C25 1.076
57 C -4.624 2.996 -0.754  C58 1.521, H64 1.091, H65 1.091, H66 1.091
58 C -3.349 2.783 0.048  C57 1.521, N59 1.448, H67 1.094, H68 1.103
59 N -2.309 3.746 -0.253  C58 1.448, C60 1.453, C62 1.451
60 C -1.014 3.377 0.294  N59 1.453, C61 1.533, H69 1.092, H70 1.096
61 C -0.859 3.307 1.818  C60 1.533, H71 1.089, H72 1.092, H73 1.092
62 C -2.689 5.140 -0.116  N59 1.451, C63 1.536, H74 1.093, H75 1.092
63 C -3.216 5.616 1.246  C62 1.536, H76 1.091, H77 1.092, H78 1.089
64 H -4.410 3.011 -1.823  C57 1.091
65 H -5.323 2.181 -0.558  C57 1.091
66 H -5.127 3.926 -0.490  C57 1.091
67 H -2.954 1.792 -0.193  C58 1.094
68 H -3.606 2.760 1.120  C58 1.103
69 H -0.262 4.063 -0.103  C60 1.092
70 H -0.761 2.394 -0.118  C60 1.096
71 H -0.814 4.297 2.269  C61 1.089
72 H 0.079 2.805 2.061  C61 1.092
73 H -1.669 2.747 2.290  C61 1.092
74 H -3.450 5.357 -0.870  C62 1.093
75 H -1.825 5.745 -0.401  C62 1.092
76 H -3.942 4.919 1.667  C63 1.091
77 H -3.719 6.578 1.127  C63 1.092
78 H -2.418 5.755 1.972  C63 1.089
79 C -7.448 -3.069 2.063  C80 1.521, H86 1.090, H87 1.091, H88 1.090
80 C -6.069 -2.438 2.179  C79 1.521, N81 1.450, H89 1.093, H90 1.102
81 N -6.062 -1.024 1.858  C80 1.450, C82 1.451, C84 1.452
82 C -4.730 -0.477 1.683  N81 1.451, C83 1.535, H91 1.094, H92 1.095
83 C -3.785 -0.446 2.892  C82 1.535, H93 1.089, H94 1.092, H95 1.090
84 C -6.994 -0.205 2.613  N81 1.452, C85 1.536, H96 1.092, H97 1.093
85 C -6.881 -0.206 4.144  C84 1.536, H98 1.091, H99 1.092, H100 1.089
86 H -7.876 -2.885 1.077  C79 1.090
87 H -7.372 -4.147 2.208  C79 1.091
88 H -8.140 -2.689 2.815  C79 1.090
89 H -5.401 -2.932 1.469  C80 1.093
90 H -5.666 -2.652 3.182  C80 1.102
91 H -4.829 0.538 1.290  C82 1.094
92 H -4.246 -1.053 0.887  C82 1.095
93 H -4.061 0.326 3.609  C83 1.089
94 H -2.770 -0.223 2.555  C83 1.092
95 H -3.754 -1.404 3.412  C83 1.090
96 H -8.006 -0.517 2.345  C84 1.092
97 H -6.905 0.820 2.244  C84 1.093
98 H -6.758 -1.214 4.543  C85 1.091
99 H -7.794 0.206 4.579  C85 1.092
100 H -6.052 0.403 4.500  C85 1.089



The following is a DFT calculation (ωB97M-V with the def2-TZVPD basis set) of one molecule with the formula C9H14Br2F3ISi at a distorted geometry.

Output
net charge: 0
calculated total energy: -173772.9422 eV
SMILES string: C=C[Si@H](CCCI)CC[C@@](F)(Br)C(F)(F)Br
lowest unoccupied orbital energy: -0.013 hartree
gap between HOMO and LUMO: 0.2983 Eh

Last columns: bonded neighbours and bond lengths (Å).
Geometry (Å):
1 C 0.605 -2.345 1.498  C2 1.363, H17 1.089, H18 1.092
2 C -0.222 -2.275 0.417  C1 1.363, Si3 1.862, H19 1.094
3 Si -0.530 -0.598 -0.333  C2 1.862, C4 1.890, C8 1.905, H20 1.487
4 C -2.208 -0.364 -1.170  Si3 1.890, C5 1.538, H21 1.095, H22 1.097
5 C -3.407 -0.274 -0.212  C4 1.538, C6 1.525, H23 1.093, H24 1.093
6 C -3.416 0.965 0.678  C5 1.525, I7 2.150, H25 1.086, H26 1.088
7 I -4.376 2.664 -0.223  C6 2.150
8 C 0.873 -0.112 -1.526  Si3 1.905, C9 1.542, H27 1.088, H28 1.099
9 C 2.250 0.004 -0.841  C8 1.542, C10 1.530, H29 1.090, H30 1.090
10 C 2.634 1.368 -0.263  C9 1.530, F11 1.363, Br12 1.958, C13 1.592
11 F 3.617 1.870 -1.062  C10 1.363
12 Br 1.228 2.729 -0.313  C10 1.958
13 C 3.225 1.291 1.213  C10 1.592, F14 1.322, F15 1.332, Br16 1.958
14 F 3.079 0.098 1.762  C13 1.322
15 F 2.590 2.140 2.020  C13 1.332
16 Br 5.096 1.862 1.302  C13 1.958
17 H 0.325 -1.952 2.474  C1 1.089
18 H 1.582 -2.829 1.434  C1 1.092
19 H -0.620 -3.206 0.003  C2 1.094
20 H -0.456 0.390 0.776  Si3 1.487
21 H -2.164 0.505 -1.835  C4 1.095
22 H -2.351 -1.222 -1.839  C4 1.097
23 H -3.483 -1.204 0.358  C5 1.093
24 H -4.307 -0.228 -0.831  C5 1.093
25 H -2.435 1.276 1.026  C6 1.086
26 H -3.997 0.732 1.567  C6 1.088
27 H 0.605 0.732 -2.158  C8 1.088
28 H 0.952 -0.970 -2.207  C8 1.099
29 H 2.313 -0.811 -0.120  C9 1.090
30 H 2.998 -0.234 -1.598  C9 1.090